[1]
DFT (wB97M-V/def2-TZVPD) results for an isolated molecule of C3H5FO2S.

Positions of all 12 atoms, in Å:
C 0.5003 -1.9821 0.4772
C 0.2406 0.9645 0.1714
C -1.1228 1.3831 -0.1516
O 2.3751 -0.4485 -0.5126
O 0.2576 -0.7277 -1.7870
F 0.7171 1.3280 1.3503
S 0.9560 -0.6345 -0.5338
H 0.9988 -2.0582 1.4230
H -0.5254 -2.2873 0.3951
H -1.5822 1.9682 0.6431
H -1.7352 0.5174 -0.4048
H -1.0801 1.9770 -1.0704

## Properties
**HOMO-LUMO gap (alpha / beta)**: 9.871 / 7.153 eV
**Strongest force on any atom**: 2.6 eV Å⁻¹
**Total energy**: -765.68123 Eh
**Energy relative to the best compared isomer or geometry (same formula, charge and spin)**: 407.6 kJ/mol
**Net charge**: 0

Mulliken atomic charge list, values in e, 4 entries: -0.69 0.31 -0.86 -0.62

[2]
DFT (wB97M-V/def2-TZVPD) results for an isolated molecule of C3H5FO3.

Positions of all 12 atoms, in Å:
C -0.2776 0.2895 -0.4746
C -1.2907 -0.1959 0.5714
C 0.8110 1.1747 -0.0001
O 0.2697 -0.7417 -1.1892
O 1.0457 -2.5169 0.0651
O -0.0318 -2.0117 -0.3001
F -0.9014 -0.0479 1.8535
H -0.9327 0.8623 -1.3328
H -2.1066 -0.8167 0.2918
H 1.3990 1.2086 -0.8466
H 1.4520 0.6448 0.7890
H 0.5634 2.1508 0.5726

## Properties
**HOMO-LUMO gap (alpha / beta)**: 7.452 / 10.886 eV
**Strongest force on any atom**: 4.7 eV Å⁻¹
**Total energy**: -442.56987 Eh
**Energy relative to the best compared isomer or geometry (same formula, charge and spin)**: 866.9 kJ/mol
**Net charge**: 0

Mulliken atomic charge list, values in e, 4 entries: 0.52 -0.25 -1.29 -0.29

[3]
DFT (wB97M-V/def2-TZVPD) results for a cluster of 2 separate species, C3H5FOS in total.

Positions of all 11 atoms, in Å:
C 1.6846 0.6267 0.0006
C 2.9201 0.1993 -0.1955
F 3.3361 -1.0099 0.2167
H 1.3955 1.6104 -0.3497
H 0.9505 0.0149 0.5052
H 3.7085 0.7513 -0.6934
O -0.6747 0.9932 -0.1545
C -1.7610 0.7612 0.2991
S -2.7274 -0.6855 -0.0573
H -2.2893 1.4315 0.9999
H -1.8169 -1.2194 -0.8854

## Properties
**HOMO-LUMO gap**: 10.201 eV
**Strongest force on any atom**: 1.8 eV Å⁻¹
**Total energy**: -690.53885 Eh
**Energy relative to the best compared isomer or geometry (same formula, charge and spin)**: 133.4 kJ/mol
**SMILES string**: C=CF.O=CS
**Net charge**: 0

Mulliken atomic charge list, values in e, 4 entries: -0.57 0.10 -0.25 0.22

[4]
DFT (wB97M-V/def2-TZVPD) results for an isolated molecule of C3H5FOS.

Positions of all 11 atoms, in Å:
O -1.1166 0.8915 -1.3982
C -0.3367 0.4733 -0.6159
C 0.7950 -0.3487 -1.0564
F 1.3181 -1.2549 -0.1069
C -0.5473 0.7056 0.9194
S -1.2555 -0.7965 1.6683
H 1.6295 0.2807 -1.4728
H 0.4243 -0.9239 -1.9879
H -1.1471 1.5857 1.1084
H 0.4131 0.9913 1.4631
H -0.1769 -1.6040 1.4790

## Properties
**HOMO-LUMO gap**: 9.914 eV
**Strongest force on any atom**: 3.5 eV Å⁻¹
**Total energy**: -690.57078 Eh
**Energy relative to the best compared isomer or geometry (same formula, charge and spin)**: 49.5 kJ/mol
**SMILES string**: O=C(CF)CS
**Net charge**: 0

Mulliken atomic charge list, values in e, 4 entries: -0.50 0.53 -0.19 -0.27

[5]
DFT (wB97M-V/def2-TZVPD) results for an isolated molecule of C3H5FS2.

Positions of all 11 atoms, in Å:
C 1.0038 -0.6486 0.6095
C 0.5463 0.0634 -0.6107
F 1.4818 1.0606 -0.8569
C -0.8186 0.7524 -0.3571
S -1.0038 2.3413 0.0261
S -2.0679 -0.4751 -0.4504
H 1.8796 -1.2254 0.4038
H 1.3051 0.0798 1.3697
H 0.1586 -1.3562 0.8893
H 0.5172 -0.5827 -1.4402
H -3.0022 -0.0096 0.4169

## Properties
**HOMO-LUMO gap**: 8.387 eV
**Strongest force on any atom**: 2.6 eV Å⁻¹
**Total energy**: -1013.51694 Eh
**Energy relative to the best compared isomer or geometry (same formula, charge and spin)**: 27.3 kJ/mol
**SMILES string**: C[C@H](F)C(=S)S
**Net charge**: 0

Mulliken atomic charge list, values in e, 4 entries: -1.04 0.21 -0.30 0.05

[6]
DFT (wB97M-V/def2-TZVPD) results for an isolated molecule of C3H5FS2.

Positions of all 11 atoms, in Å:
C -1.3114 -0.8929 -0.0926
S 0.3314 -1.5381 -0.3950
C 1.4253 -0.1742 -0.2495
S 3.0486 -0.3094 -0.2856
C 0.5650 1.0644 0.2265
F -0.2869 1.6398 -0.7581
H -1.7995 -1.8358 0.2585
H -1.8401 -0.4166 -1.0229
H -1.2782 -0.0960 0.6425
H 1.3617 1.8224 0.5267
H -0.2159 0.7364 1.1497

## Properties
**HOMO-LUMO gap**: 8.403 eV
**Strongest force on any atom**: 4.0 eV Å⁻¹
**Total energy**: -1013.47605 Eh
**Energy relative to the best compared isomer or geometry (same formula, charge and spin)**: 134.6 kJ/mol
**SMILES string**: CSC(=S)CF
**Net charge**: 0

Mulliken atomic charge list, values in e, 4 entries: -0.71 -0.03 0.24 -0.22

[7]
DFT (wB97M-V/def2-TZVPD) results for a cluster of 2 separate species, C3H5I2NOS in total.

Positions of all 13 atoms, in Å:
S -0.3258 -1.2875 -2.0831
N 0.1851 0.0261 -1.5445
C 0.7478 0.3294 -0.2806
I 0.6776 2.3978 0.0652
C 2.0992 -0.3537 0.0490
C 0.8836 -0.5817 0.8552
H 2.7435 0.2401 0.5410
H 2.5985 -1.1720 -0.4121
H 0.5049 -1.5259 0.8835
H 0.8203 -0.0884 1.8530
O -3.4587 0.7305 -0.5993
I -3.0793 0.2176 1.2487
H -4.3966 1.0676 -0.5759

## Properties
**HOMO-LUMO gap (alpha / beta)**: 7.121 / 7.122 eV
**Strongest force on any atom**: 3.5 eV Å⁻¹
**Total energy**: -1240.72140 Eh
**Energy relative to the best compared isomer or geometry (same formula, charge and spin)**: 206.5 kJ/mol
**SMILES string**: S=NC1(I)CC1.OI
**Net charge**: 0

Mulliken atomic charge list, values in e, 4 entries: -0.09 -0.18 0.28 0.08

[8]
DFT (wB97M-V/def2-TZVPD) results for an isolated molecule of C3H5I3Si.

Positions of all 12 atoms, in Å:
C -2.1108 0.4115 0.8906
C -0.7026 0.3206 0.3810
C -0.1790 -0.5146 -0.5314
Si 2.1001 -0.3120 -0.8212
I 3.0461 -1.4957 -2.7286
I 2.9889 1.9704 -0.8680
I 3.0858 -1.3701 1.1827
H -2.4229 1.4388 0.8587
H -2.3160 -0.1705 1.7717
H -2.7416 -0.1211 0.1009
H 0.0610 1.0768 0.6541
H -0.8088 -1.2339 -0.8905

## Properties
**HOMO-LUMO gap**: 8.852 eV
**Strongest force on any atom**: 4.5 eV Å⁻¹
**Total energy**: -1299.92871 Eh
**Energy relative to the best compared isomer or geometry (same formula, charge and spin)**: 128.5 kJ/mol
**SMILES string**: C/C=C/[Si](I)(I)I
**Net charge**: 0

Mulliken atomic charge list, values in e, 4 entries: -0.99 0.05 -0.52 0.22

[9]
DFT (wB97M-V/def2-TZVPD) results for an isolated molecule of C3H5I3Si.

Positions of all 12 atoms, in Å:
C -0.4147 -0.0675 -0.9487
C 1.1437 -0.6307 1.1748
C -1.7116 0.2090 -0.3933
Si 1.1640 0.5293 -0.1612
I 0.9223 2.7256 1.0755
I 1.7090 -2.7263 0.9202
I 3.2292 0.6024 -1.5347
H -0.2113 -0.7880 -1.7602
H 0.2665 -0.6171 1.9851
H -2.3842 0.9336 -0.7717
H -1.4634 0.5829 0.6416
H -2.2496 -0.7531 -0.2275

## Properties
**HOMO-LUMO gap (alpha / beta)**: 7.933 / 7.613 eV
**Strongest force on any atom**: 4.1 eV Å⁻¹
**Total energy**: -1299.83505 Eh
**Energy relative to the best compared isomer or geometry (same formula, charge and spin)**: 374.4 kJ/mol
**Net charge**: 0

Mulliken atomic charge list, values in e, 4 entries: -0.23 -0.54 -0.84 0.22

[10]
DFT (wB97M-V/def2-TZVPD) results for a cluster of 2 separate species, C3H5IN in total.

Positions of all 10 atoms, in Å:
C -0.0738 0.4319 -0.1613
C -0.9977 -0.2738 0.1104
C 2.3471 1.4150 -0.4429
N -2.1397 -1.1315 0.2123
I 3.5567 -0.1772 0.1199
H 2.0214 1.6881 -1.4464
H 2.2519 1.9362 0.5704
H -2.1709 -1.7252 -0.5283
H -2.9175 -0.6095 0.3953
H -1.8775 -1.5541 1.1706

## Properties
**HOMO-LUMO gap**: 8.008 eV
**Strongest force on any atom**: 7.3 eV Å⁻¹
**Total energy**: -469.23695 Eh
**Energy relative to the best compared isomer or geometry (same formula, charge and spin)**: 423.7 kJ/mol
**Net charge**: +1

Mulliken atomic charge list, values in e, 4 entries: 0.05 -0.59 -0.45 -0.19

Q: Which value of energy relative to the best compared isomer or geometry (same formula, charge and spin) does entry 4 give?
A: 49.5 kJ/mol